This record from the Open Molecules 2025 dataset describes a 11-piece molecular cluster, C22H66O11 overall. The level of theory is ωB97M-V/def2-TZVPD.

Calculated values
frontier orbital gap: 0.36455 Eh
total charge: 0
energy relative to the best compared isomer or geometry (same formula, charge and spin): 68.7 kcal per mole

Geometry (Å):
O: -4.12476 24.82210 -14.37921
O: -7.98849 31.60235 -14.76614
O: -3.60455 25.00106 -11.43873
O: -6.66771 26.42113 -18.39259
O: -5.62128 32.86195 -15.35554
O: -0.93007 28.15458 -16.55174
O: -1.47972 31.39393 -18.14330
O: -4.22435 31.85388 -17.61051
O: -0.43438 31.66748 -11.63651
O: -3.79358 28.09694 -12.86380
O: -1.13212 28.81419 -12.24703
C: -1.98368 33.43533 -12.10662
C: 1.20662 28.94633 -12.76443
C: -4.76873 35.11515 -15.50936
C: -6.12549 27.28487 -17.40802
C: -2.16269 24.96945 -11.37560
C: -4.34952 30.07155 -14.21737
C: -1.21449 31.90086 -16.81940
C: -1.13362 32.31848 -12.69238
C: -1.29976 25.90331 -17.28698
C: -5.99271 34.21863 -15.47661
C: -5.61674 23.64438 -15.83345
C: -5.03790 32.59801 -18.51899
C: -6.95973 28.53436 -17.38536
C: -0.20918 28.95679 -13.29809
C: -1.65945 26.95516 -16.25801
C: -1.69306 25.93914 -10.31214
C: -9.43110 31.04188 -12.95938
C: -4.28640 33.75385 -19.18155
C: 0.26864 31.80931 -16.53405
C: -5.49624 24.44041 -14.55505
C: -8.21702 31.86735 -13.39549
C: -4.41381 28.56544 -14.07319
H: -5.98232 25.83410 -18.72161
H: -5.52587 24.19136 -16.77181
H: -6.02308 25.38141 -14.74736
H: -9.44820 29.98418 -13.22628
H: -0.42013 30.71612 -11.81260
H: -3.27846 30.32041 -14.18479
H: -6.13962 26.76119 -16.43792
H: -2.09251 26.94490 -10.38780
H: 0.64868 32.19423 -15.58591
H: -5.05179 34.13775 -19.87026
H: -7.17859 28.88083 -18.39467
H: -6.59032 23.14342 -15.85505
H: -4.97872 32.54148 -16.01202
H: -3.79947 28.11716 -14.86302
H: -10.28930 31.48486 -13.47088
H: -9.61564 31.04412 -11.88348
H: -4.74474 30.47830 -15.14118
H: 1.95361 29.03589 -13.55748
H: -5.42264 28.16113 -14.20119
H: -0.59848 25.98495 -10.42236
H: -4.19190 27.22316 -12.76321
H: -1.69552 25.23362 -12.32199
H: -6.54466 29.38582 -16.83930
H: -0.33893 29.91947 -13.81984
H: -2.74819 27.08503 -16.26318
H: 0.88814 32.17404 -17.35395
H: 0.47149 30.73976 -16.40712
H: -4.91215 36.06395 -16.03461
H: -4.90649 22.81598 -15.91190
H: -5.94529 23.88925 -13.73125
H: -5.06807 27.50983 -17.61438
H: -7.34320 31.56505 -12.81119
H: -3.32400 31.74314 -17.96583
H: -3.94959 24.72816 -10.58655
H: -0.49990 32.65362 -13.51947
H: -3.97720 24.96278 -13.43304
H: -1.72950 25.56757 -9.28322
H: -8.44283 32.91863 -13.20302
H: -5.97390 32.91483 -18.06133
H: -6.60997 34.33071 -16.37537
H: -1.43120 26.74107 -15.21435
H: -4.41166 35.35886 -14.50967
H: -7.89884 28.34096 -16.85998
H: -5.39186 31.88473 -19.27434
H: -1.67812 32.87904 -16.66537
H: 1.45418 29.76092 -12.08236
H: -2.04192 28.63806 -12.54346
H: -0.33728 28.23355 -14.10622
H: -1.91631 23.93511 -11.11471
H: -2.68314 33.07069 -11.35221
H: -2.55864 33.91190 -12.90312
H: -3.43465 33.47085 -19.79116
H: -1.95075 25.03402 -17.18945
H: -4.64765 30.65553 -13.34282
H: -1.38636 34.15468 -11.54157
H: -6.60791 34.58602 -14.65353
H: -1.26776 32.13129 -18.73043
H: -0.24970 25.61704 -17.18833
H: -3.97245 34.63043 -16.08218
H: -0.90216 28.36321 -17.48729
H: -7.13563 32.02561 -15.00721
H: -1.32738 26.34901 -18.28298
H: -4.15926 34.56800 -18.47028
H: -1.70022 31.23742 -16.10040
H: -1.82739 31.54659 -13.05035
H: 1.42409 27.99640 -12.26933

=====

This record from the Open Molecules 2025 dataset describes one molecule with the formula C2H3NOS2. The level of theory is ωB97M-V/def2-TZVPD.

Calculated values
frontier orbital gap: 0.31902 Eh
total charge: 0
energy relative to the best compared isomer or geometry (same formula, charge and spin): 78.8 kcal per mole

Geometry (Å):
S: 0.80390 2.15113 -0.62517
S: 0.55995 -2.65187 0.73709
O: -1.23510 0.70474 -0.23580
N: -0.22041 -0.16410 0.18859
C: -0.79840 1.78980 -0.65099
C: -0.52387 -1.43868 0.48873
H: 0.75107 0.34597 0.28012
H: -1.59055 -1.36227 0.56064
H: -1.62469 2.43216 -1.09169